(1)
130
Properties=species:S:1:pos:R:3 method="wB97M-V/def2-TZVPD" e_above_lowest_kj_mol=1081.6 smiles="C[C@H]1COC(=O)O1.C[C@H]1COC(=O)O1.C[C@H]1COC(=O)O1.C[C@H]1COC(=O)O1.C[C@H]1COC(=O)O1.C1CCOC1.C1CCOC1.C1CCOC1.C1CCOC1.C1CCOC1" mol_weight_g_mol=871.0 spin_multiplicity=1 homo_lumo_gap_ev=9.40 homo_energy_ev=-9.50
C 11.88700 -4.50943 17.48870
C 10.59452 -5.00326 18.31104
C 10.55770 -4.71004 19.80704
O 9.21347 -4.31356 20.17248
C 8.62257 -4.04497 19.00788
O 7.59359 -3.49586 18.86836
O 9.36957 -4.34037 18.01643
H 11.86183 -5.09086 16.56708
H 12.73525 -4.86228 18.07528
H 11.81993 -3.44399 17.26859
H 10.47477 -6.07550 18.15588
H 11.34258 -3.96726 19.94974
H 10.92510 -5.64325 20.23390
C 26.90959 -2.82816 20.04186
C 28.41036 -2.30605 19.92801
C 28.55177 -0.89749 19.59944
O 29.39679 -0.42643 20.63383
C 29.70227 -1.37362 21.45224
O 30.32828 -1.27420 22.52091
O 29.19225 -2.58612 21.05856
H 26.22703 -2.00293 19.83894
H 26.58103 -3.19977 21.01245
H 26.80789 -3.59994 19.27889
H 28.79022 -2.86164 19.07062
H 27.56890 -0.42988 19.65765
H 29.13394 -0.82234 18.68100
C 24.84017 -3.74424 11.56308
C 25.10629 -5.22299 11.91013
C 26.08867 -6.10824 11.12322
O 27.10631 -6.37608 12.05466
C 26.61500 -6.03368 13.28998
O 27.08304 -6.42309 14.38175
O 25.50204 -5.34632 13.22605
H 24.15676 -3.26597 12.26473
H 24.21849 -3.94302 10.69011
H 25.77284 -3.24242 11.30538
H 24.14107 -5.72646 11.96474
H 26.43538 -5.58885 10.22985
H 25.57784 -6.94807 10.65222
C 14.17499 -13.88250 11.76491
C 14.24212 -13.37369 10.34071
C 15.07125 -12.11747 10.05293
O 16.16743 -12.51130 9.40010
C 16.06681 -13.87655 9.11425
O 16.82033 -14.47195 8.38193
O 14.93346 -14.33277 9.60673
H 15.13925 -13.59474 12.18383
H 14.01384 -14.95626 11.86068
H 13.55039 -13.41492 12.52604
H 13.24525 -13.19513 9.93764
H 15.35572 -11.60726 10.97319
H 14.47863 -11.44539 9.43229
C 10.15688 -12.24697 19.88473
C 11.12930 -13.31987 20.09640
C 12.40159 -13.36316 19.23911
O 13.35249 -13.85025 20.10483
C 12.92303 -13.75776 21.42246
O 13.45099 -14.01339 22.50967
O 11.61725 -13.34146 21.42190
H 9.45505 -12.57785 19.11918
H 10.58089 -11.31170 19.51925
H 9.48260 -12.03855 20.71540
H 10.56283 -14.23764 19.93855
H 12.45632 -12.35951 18.81746
H 12.34375 -14.03130 18.37984
C 19.36880 -10.08596 17.74091
C 20.66804 -9.37121 17.49512
C 20.34509 -8.02662 16.84539
O 18.93770 -7.89948 17.06675
C 18.54461 -8.80284 18.02737
H 19.23758 -10.75214 18.59360
H 18.93513 -10.51307 16.83670
H 21.38206 -9.91762 16.87892
H 21.18137 -9.18741 18.43894
H 20.45173 -7.96986 15.76211
H 20.91022 -7.16689 17.20538
H 17.47856 -8.97938 17.88431
H 18.64089 -8.28897 18.98381
C 23.84330 -15.95238 11.57146
C 24.50277 -15.66010 12.84584
C 24.55597 -17.01109 13.57842
O 23.69811 -17.90556 12.82631
C 22.92074 -17.04166 11.91123
H 24.68321 -16.22534 10.93260
H 23.27705 -15.17625 11.05660
H 23.94265 -14.94585 13.44936
H 25.45679 -15.13856 12.76877
H 24.04552 -16.89554 14.53456
H 25.57864 -17.38240 13.64466
H 21.93981 -16.76439 12.29723
H 22.69751 -17.68775 11.06221
C 21.51366 -13.83060 23.81500
C 22.81349 -12.93573 23.79861
C 23.66259 -13.57901 24.90394
O 22.74339 -14.41094 25.71342
C 21.54588 -14.67834 25.06155
H 21.40112 -14.60017 23.05132
H 20.56655 -13.31208 23.66597
H 22.66751 -11.86282 23.92380
H 23.12452 -13.11633 22.76966
H 24.15960 -12.79397 25.47385
H 24.43961 -14.20109 24.45971
H 20.73766 -14.28164 25.67598
H 21.42719 -15.73395 24.81720
C 16.65348 -3.10543 11.80815
C 17.48013 -2.03139 11.05614
C 16.39212 -1.11708 10.41981
O 15.35039 -2.07857 10.22904
C 15.22069 -3.09623 11.25928
H 16.65183 -2.87066 12.87257
H 16.97746 -4.14491 11.75689
H 18.14258 -2.40729 10.27643
H 18.18861 -1.48498 11.67871
H 16.73182 -0.67298 9.48414
H 15.98860 -0.42163 11.15576
H 14.95896 -4.06874 10.84236
H 14.54650 -2.75578 12.04519
C 14.21346 -6.86456 25.87325
C 15.12760 -5.68312 25.64446
C 16.12204 -6.16493 24.55797
O 15.36237 -7.10212 23.87964
C 14.77256 -7.88067 24.89264
H 13.16365 -6.68950 25.63797
H 14.20370 -7.11887 26.93312
H 15.55357 -5.30623 26.57430
H 14.60390 -4.79236 25.29748
H 17.00135 -6.67465 24.95181
H 16.36502 -5.25253 24.01337
H 15.28859 -8.73205 25.33646
H 13.89126 -8.33665 24.44155

***

(2)
126
Properties=species:S:1:pos:R:3 method="wB97M-V/def2-TZVPD" e_above_lowest_kj_mol=0.0 mol_weight_g_mol=783.8 spin_multiplicity=3 homo_lumo_gap_ev="8.92 / 9.12" homo_energy_ev="-8.52 / -9.04"
C 2.82554 4.84225 7.07377
C 2.01005 4.31316 6.18029
C 2.48950 4.17639 4.71123
C 1.39300 4.43474 3.65879
C 1.75591 5.71507 2.84779
C 3.17170 5.75516 2.18621
C 3.16513 5.98400 0.64662
C 4.56334 6.54900 0.22656
C 0.04089 4.92723 4.31680
O -0.17416 5.87449 4.95870
O -1.02719 4.10509 3.97231
C -0.73726 3.52819 2.64801
C -1.77628 2.36375 2.64280
B -2.66202 2.37360 3.97813
O -2.46399 1.45337 5.01257
O -3.71798 3.27498 4.15377
N -1.03303 4.66829 1.75896
C -1.01459 4.37799 0.33785
C -0.35475 5.45645 -0.55024
O -1.42606 3.40593 -0.19008
C -2.29284 5.36853 2.03541
C -3.65199 4.90913 1.46372
O -2.29874 6.35316 2.65214
C 0.76728 3.17830 2.89835
C 1.05586 1.80314 3.55727
C 0.62075 1.63276 5.04468
C 0.30597 0.15223 5.31852
O 0.76201 -0.73400 4.69744
O -0.50370 -0.16237 6.37286
C 1.53105 3.04652 1.53838
F 2.89452 2.85273 1.71740
C 0.99620 1.89950 0.59342
C 2.05066 0.74647 0.54891
H 2.49436 5.46434 7.90277
H 3.89508 4.65519 6.92906
H 1.02583 3.97624 6.50768
H 2.94441 3.17479 4.64016
H 3.32611 4.87541 4.64706
H 1.02390 5.98021 2.07845
H 1.71298 6.54031 3.57309
H 3.68647 6.64608 2.58311
H 3.82197 4.91653 2.46155
H 3.05977 5.02655 0.11770
H 2.35985 6.66556 0.34973
H 5.22103 6.76499 1.07561
H 4.44170 7.45651 -0.37813
H 5.07290 5.79647 -0.39106
H -1.33557 1.36929 2.51548
H -2.51013 2.46378 1.83082
H -3.15162 0.77217 4.99773
H -3.40525 4.00806 4.70555
H 0.32888 5.00103 -1.27042
H 0.22355 6.13255 0.09196
H -1.15744 6.04781 -1.00871
H -4.41165 4.84674 2.24184
H -3.58129 4.02340 0.82579
H -3.95806 5.73524 0.79941
H 2.12776 1.58598 3.54341
H 0.59512 0.97344 3.01296
H 1.51282 1.81794 5.66406
H -0.20149 2.26550 5.38459
H -0.73200 0.69752 6.76356
H 1.43093 3.96142 0.93444
H 0.06812 1.45296 0.95205
H 0.93582 2.27957 -0.43073
H 1.62011 -0.13581 0.05265
H 2.94100 1.01219 -0.02793
H 2.33783 0.40674 1.54988
C 3.44934 -1.66898 -5.61702
C 3.50860 -1.52879 -4.07997
C 4.32977 -2.68465 -3.50084
C 3.60353 -4.02388 -3.58982
C 2.22170 -3.93818 -2.94563
C 1.37066 -2.75435 -3.42492
N 2.13553 -1.47266 -3.49835
O 2.22736 -0.98733 -2.29622
C 0.75555 -3.06446 -4.80479
C 0.15424 -2.64251 -2.49619
C 4.26243 -0.21204 -3.86490
H 4.41208 -1.40642 -6.05877
H 3.24461 -2.68086 -5.95856
H 2.70173 -0.99916 -6.04545
H 4.56865 -2.48220 -2.45125
H 5.28802 -2.75453 -4.02197
H 3.51949 -4.35179 -4.62978
H 4.19302 -4.78958 -3.07975
H 1.68266 -4.87184 -3.12560
H 2.35780 -3.87167 -1.86100
H 0.24704 -2.18753 -5.21042
H 0.01491 -3.85981 -4.72304
H 1.47797 -3.41255 -5.54050
H 0.43920 -2.56193 -1.44729
H -0.47199 -3.53191 -2.57773
H -0.46284 -1.77923 -2.75332
H 3.72617 0.62438 -4.31760
H 5.25012 -0.26715 -4.32420
H 4.42243 0.01371 -2.81055
C -4.00417 -7.82190 -1.02324
C -4.00803 -6.28853 -1.20927
C -5.42800 -5.82644 -1.54842
C -5.86014 -6.23726 -2.95288
C -4.85046 -5.76117 -3.99426
C -3.39313 -6.12540 -3.67771
N -3.02271 -5.87760 -2.25254
O -2.79171 -4.60504 -2.10890
C -3.12471 -7.60338 -4.03071
C -2.49223 -5.34745 -4.64334
C -3.61605 -5.75471 0.17268
H -4.47960 -8.08986 -0.07849
H -4.56245 -8.35905 -1.78650
H -2.98578 -8.21330 -0.99690
H -5.49475 -4.73649 -1.46379
H -6.13253 -6.23102 -0.81760
H -5.99190 -7.32085 -3.01763
H -6.83784 -5.80185 -3.17237
H -5.12422 -6.16663 -4.97163
H -4.94217 -4.67326 -4.08142
H -2.12974 -7.90818 -3.70048
H -3.16880 -7.75386 -5.11050
H -3.85176 -8.29452 -3.61040
H -2.67663 -4.27370 -4.60950
H -2.67975 -5.66462 -5.67007
H -1.43677 -5.52447 -4.42753
H -2.62806 -6.11467 0.46574
H -4.33342 -6.09292 0.92116
H -3.61084 -4.66586 0.21733